(1)
Here is a molecular structure, C23H35IrO in a non-equilibrium geometry from the OMol25 dataset. Energies are from ωB97M-V/def2-TZVPD.

Multiplicity: 6
Gap between HOMO and LUMO (spin up / spin down) (Ha): 0.315 / 0.247
Total charge: +1
E_HOMO (spin up / spin down) (eV): -10.518 / -12.010
<S²>: 8.770

Last column: Löwdin spin population.
CARTESIAN COORDINATES (ANGSTROEM)
C -0.2693 1.7928 1.7922  0.1589
C -0.8303 0.4768 1.7651  0.1522
C -1.9735 0.4902 0.8973  0.1474
C -2.1354 1.8325 0.3984  0.1358
C -1.0711 2.6378 0.9478  0.1039
Ir -0.2473 1.1401 -0.3841  1.6137
C 0.1972 -0.0013 -3.3654  0.6174
C 0.8198 0.4711 -2.1392  0.2711
H 1.8221 0.1719 -1.7719  0.0307
C 0.5400 1.9048 -1.9860  0.1917
H -0.1896 2.1934 -2.7571  0.0146
H 1.3729 2.6004 -1.7940  0.0194
C 0.9179 -1.2271 -3.9184  0.0851
H 1.8091 -1.6141 -3.3849  0.0072
H 0.3332 -2.1413 -4.1200  0.0091
H 1.2747 -0.8564 -4.8814  0.0223
C -1.3029 -0.2529 -3.1184  0.1213
H -1.7308 -0.0687 -2.1111  0.0256
H -1.8044 0.4542 -3.7804  0.0216
H -1.7178 -1.2483 -3.3609  0.0104
C -0.3449 -0.6749 2.5674  0.0389
H 0.7478 -0.7400 2.5148  0.0108
H -0.6349 -0.5649 3.6227  0.0103
H -0.7485 -1.6119 2.1849  0.0020
C -2.8524 -0.6834 0.6265  0.0265
H -2.2398 -1.5792 0.4769  0.0026
H -3.5220 -0.8668 1.4772  0.0095
H -3.4616 -0.5173 -0.2658  0.0009
C -3.2265 2.3456 -0.4796  0.0244
H -3.8991 1.5325 -0.7576  0.0000
H -3.8002 3.1246 0.0339  0.0058
H -2.8080 2.7861 -1.3914  0.0063
C -0.8800 4.1047 0.7530  0.0090
H -1.1692 4.3977 -0.2585  0.0017
H -1.4864 4.6775 1.4626  0.0032
H 0.1682 4.3678 0.9147  0.0009
C 0.8679 2.2494 2.6420  0.0275
H 1.4822 2.9794 2.1044  0.0033
H 0.5005 2.7253 3.5619  0.0101
H 1.4963 1.4003 2.9262  0.0005
C 0.6540 -2.7811 0.4536  0.6953
C 0.0348 -2.6543 -0.8379  0.1077
C 0.4882 -3.8951 1.1945  0.0912
C -0.9645 -3.4478 -1.1984  0.0333
H -0.0111 -2.0468 -1.8063  0.0101
C -0.6292 -4.7686 0.7774  0.0406
H 1.0817 -4.1283 2.0637  0.0117
C -1.2983 -4.5116 -0.3575  -0.0126
H -1.4354 -3.1629 -2.1678  0.0043
H -0.9727 -5.6466 1.3405  0.0067
H -2.1489 -5.0306 -0.7808  0.0003
C 4.5152 0.7172 2.1325  0.0011
C 3.5253 -0.1088 1.3388  0.0074
O 2.7164 0.6673 0.4365  0.0434
H 5.2919 1.1304 1.4802  0.0001
H 5.0047 0.0803 2.8719  0.0003
H 4.0175 1.5383 2.6597  0.0001
H 4.0303 -0.8777 0.7387  0.0013
H 2.8012 -0.6185 1.9839  0.0039
H 3.2943 1.3366 0.0330  0.0004


(2)
Here is C23H35N3O3 in the gas phase from the OMol25 dataset. Energies are from ωB97M-V/def2-TZVPD.

Multiplicity: 1
Gap between HOMO and LUMO (Ha): 0.334
Total charge: 0
E_HOMO (eV): -8.332
Structure (SMILES): C[C@@H]1C[C@H](C)CN(CCCNC(=O)CCC(=O)N2C[C@H](C)Oc3ccccc32)C1

Last column: Mulliken charge in e.
CARTESIAN COORDINATES (ANGSTROEM)
C -6.7240 -0.5788 -1.1229  -1.8091
H -7.3074 0.2120 -0.6566  0.4215
C -5.2350 -0.3773 -0.8607  1.0760
C -4.3965 -1.4627 -1.5323  -1.5935
C -2.9223 -1.2377 -1.2082  1.9282
C -2.0276 -2.3049 -1.8272  -1.7106
H -2.1557 -2.3343 -2.9072  0.4510
H -0.9866 -2.0842 -1.6058  0.0889
H -2.2670 -3.2872 -1.4249  0.4064
C -2.7298 -1.1977 0.3074  -0.9682
N -3.5383 -0.1459 0.9092  0.4707
C -3.2900 -0.0268 2.3417  -0.9302
H -3.2919 -1.0196 2.8259  0.3513
H -4.1141 0.5503 2.7724  0.4347
C -1.9834 0.6943 2.6773  -0.4130
H -1.1285 0.1553 2.2680  0.1625
H -1.8803 0.7197 3.7634  0.4186
C -1.9632 2.1231 2.1326  -0.9145
N -1.8183 2.1097 0.6953  -0.1038
C -0.6841 2.5164 0.1024  0.6177
O 0.1888 3.1452 0.6741  -0.7339
C -0.5755 2.1855 -1.3848  -0.1220
H -0.8159 3.0793 -1.9636  0.4644
H -1.2660 1.3873 -1.6506  -0.4469
C 0.8673 1.7670 -1.6602  -1.0821
C 1.1830 0.5034 -0.8737  0.6556
O 0.3259 -0.0869 -0.2472  -0.4775
N 2.4736 0.0617 -0.9252  0.3427
C 2.9173 -1.0343 -0.1422  0.4019
C 2.1566 -2.1858 0.0183  -0.1505
C 2.6377 -3.2509 0.7553  -0.8336
C 3.8975 -3.1869 1.3273  -0.4532
C 4.6698 -2.0544 1.1660  -0.5930
C 4.1900 -0.9698 0.4392  0.0402
O 5.0200 0.1063 0.3270  -0.4987
C 4.4871 1.2490 -0.3187  0.7507
C 5.6563 2.1043 -0.7849  -1.5639
H 5.2939 3.0372 -1.2064  0.3990
H 6.2342 1.5692 -1.5344  0.3498
H 6.3034 2.3227 0.0595  0.3914
C 3.5874 0.8013 -1.4782  -1.2886
H 3.2548 1.6590 -2.0542  0.4938
H 4.1602 0.1334 -2.1335  0.3122
H 3.8706 1.8123 0.4004  0.2647
H 5.6540 -1.9765 1.6001  0.4416
H 4.2800 -4.0185 1.8990  0.3749
H 2.0299 -4.1345 0.8740  0.4062
H 1.1810 -2.2378 -0.4340  0.3667
H 1.0332 1.5946 -2.7258  0.5478
H 1.5126 2.5764 -1.3125  0.4820
H -2.4393 1.4431 0.2466  0.1251
H -2.8905 2.6422 2.3985  0.3242
H -1.1143 2.6789 2.5379  0.4882
C -4.9489 -0.3783 0.6410  -1.3147
H -5.5241 0.4212 1.1174  0.5308
H -5.2845 -1.3401 1.0710  0.3085
H -1.6798 -0.9983 0.5207  0.1348
H -2.9913 -2.1845 0.7321  0.4695
H -2.6304 -0.2630 -1.6138  -0.4180
H -4.5536 -1.4450 -2.6130  0.4203
H -4.7069 -2.4439 -1.1638  0.3110
H -4.9318 0.5961 -1.2623  0.2125
H -7.0557 -1.5333 -0.7190  0.3478
H -6.9254 -0.5709 -2.1916  0.4335


(3)
Here is C23H35N3O3 in the gas phase from the OMol25 dataset. Energies are from ωB97M-V/def2-TZVPD.

Multiplicity: 1
Gap between HOMO and LUMO (Ha): 0.347
Total charge: 0
E_HOMO (eV): -8.866
Structure (SMILES): CC1(C)C[C@@H](C(=O)N2CCCCC(C)(C)C2)CN(C(=O)c2ncoc2C2CC2)C1

Last column: Mulliken charge in e.
CARTESIAN COORDINATES (ANGSTROEM)
C -0.9403 -3.0864 2.5131  -2.1208
C -0.8989 -2.0299 1.4111  3.0664
C -1.8332 -0.8757 1.7807  -1.7842
C 0.5429 -1.5371 1.2375  -2.3225
C 0.7001 -0.6288 0.0207  2.2265
C 2.1584 -0.2361 -0.1816  -0.1427
O 3.0594 -0.9667 0.1998  -0.6804
N 2.4010 0.9341 -0.8328  0.5000
C 1.3784 1.9053 -1.2042  -0.9469
C 0.9757 2.8689 -0.0820  -0.5514
C 2.1109 3.2057 0.8860  -0.6296
C 3.4635 3.5077 0.2283  -1.4341
C 4.3836 2.3028 -0.0567  2.8159
C 5.6881 2.8324 -0.6574  -2.1211
C 4.7146 1.5589 1.2399  -1.7881
C 3.7796 1.3341 -1.0852  -2.3342
C 0.2098 -1.3622 -1.2306  -1.7246
N -1.1648 -1.8005 -1.0370  0.6175
C -2.0335 -1.6894 -2.0821  0.4768
O -1.7443 -1.1492 -3.1344  -0.6626
C -3.4150 -2.2232 -1.8735  0.9213
N -3.8527 -3.3700 -2.5317  -0.6586
C -5.0947 -3.4537 -2.2231  -0.2445
O -5.5449 -2.4607 -1.4222  -0.4331
C -4.4520 -1.6621 -1.2147  0.1111
C -4.6139 -0.4504 -0.4027  -0.0127
C -5.9328 0.2794 -0.3904  -0.8512
C -5.4865 -0.4700 0.8283  -0.6870
C -1.3572 -2.6871 0.1032  -1.9607
H -0.2822 -3.9255 2.2791  0.4657
H -0.6143 -2.6599 3.4637  0.4111
H -1.9530 -3.4737 2.6475  0.4255
H -1.8975 -0.1312 0.9859  0.1332
H -2.8439 -1.2447 1.9699  0.5004
H -1.4802 -0.3744 2.6846  0.4094
H 0.8704 -1.0190 2.1429  0.6038
H 1.2107 -2.3934 1.1139  0.2779
H 0.0954 0.2690 0.1588  -0.1890
H 1.7978 2.4737 -2.0351  0.6108
H 0.4991 1.4010 -1.6042  0.2251
H 0.6022 3.7838 -0.5504  0.4917
H 0.1386 2.4562 0.4877  0.2399
H 1.8000 4.0717 1.4745  0.4683
H 2.2299 2.3918 1.6033  0.1804
H 3.3036 4.0695 -0.7000  0.3761
H 4.0263 4.1767 0.8860  0.5645
H 6.3680 2.0127 -0.8990  0.4335
H 5.5000 3.3985 -1.5729  0.4487
H 6.1962 3.4911 0.0492  0.4276
H 5.4280 0.7571 1.0440  0.4519
H 5.1560 2.2459 1.9662  0.4142
H 3.8403 1.0927 1.6920  0.2988
H 4.3864 0.4308 -1.1264  0.5167
H 3.8014 1.8038 -2.0730  0.3959
H 0.2461 -0.7442 -2.1232  0.6585
H 0.8513 -2.2357 -1.4013  0.1344
H -5.8089 -4.2046 -2.5159  0.4236
H -3.7191 0.1552 -0.3626  0.5281
H -5.8986 1.3591 -0.3725  0.2629
H -6.7348 -0.1441 -0.9780  0.2727
H -5.9891 -1.3996 1.0576  0.2601
H -5.1491 0.0923 1.6876  0.2861
H -0.7726 -3.6023 -0.0562  0.2987
H -2.4060 -2.9703 0.1701  0.6483


(4)
Here is 2 unconnected molecules or ions with the total composition C23H35N5O in a non-equilibrium geometry from the OMol25 dataset. Energies are from ωB97M-V/def2-TZVPD.

Multiplicity: 1
Gap between HOMO and LUMO (Ha): 0.080
Total charge: 0
E_HOMO (eV): -4.028

Last column: Mulliken charge in e.
CARTESIAN COORDINATES (ANGSTROEM)
C -0.4781 -2.2257 3.6750  -0.5175
C -1.5389 -3.0634 2.9858  -0.4032
C -2.7951 -2.1792 2.3318  -0.3479
C -2.0973 -0.7236 1.8945  -0.4037
N -1.3183 -0.7187 0.5977  0.0669
C -0.7695 0.6974 0.4744  -0.3723
C -1.3239 1.5087 1.8208  0.2729
C -1.0615 3.0551 2.2979  0.4456
C -1.0335 4.3900 1.3670  -0.3525
C -0.7091 5.8134 2.0281  -0.1653
N -0.4159 6.2205 3.4300  -0.4278
C -0.5031 4.9783 4.2463  -0.1635
C -0.7842 3.4507 3.8526  -0.3596
N -2.1587 0.5867 2.6988  0.9855
N -2.7969 0.8668 3.8973  -0.9367
C -4.1674 0.8163 3.7793  0.4569
C -4.9621 1.0756 2.3311  -0.7378
C -5.1754 0.5368 5.0824  -1.0599
H -0.5146 -2.0368 4.8348  0.2562
H 0.3530 -1.7227 2.9827  0.2345
H -1.4747 -4.2344 2.9491  0.3247
H -3.3091 -2.7204 1.4302  0.4066
H -3.5370 -1.9779 3.2449  0.1650
H -1.1444 -1.4789 -0.0998  0.2748
H -0.0770 1.1259 -0.3798  0.3692
H -1.2495 4.3050 0.2119  0.2966
H -0.7107 6.7352 1.2655  0.2716
H -0.3264 5.1735 5.4132  0.2603
H -0.7791 2.6114 4.6791  0.2613
H -4.8542 0.1332 1.6059  0.1985
H -6.0937 1.3357 2.5195  0.3461
H -4.3784 1.9797 1.8218  0.2571
H -4.5718 0.3783 6.0901  0.3058
H -5.9092 1.4596 5.2679  0.3304
H -5.8170 -0.4473 4.9285  0.2853
C 2.3847 -2.8207 -1.6316  -1.5315
C 3.0870 -1.5427 -2.1407  1.4386
C 4.2067 -1.9258 -3.1436  -1.3422
C 3.7227 -2.4390 -4.4955  -0.6014
C 2.3604 -1.8948 -4.9071  -1.3626
C 1.9605 -0.5590 -4.2298  1.6323
N 2.0146 -0.7487 -2.7693  0.6261
O 1.6516 0.3851 -2.0575  -0.8852
C 0.4904 -0.2827 -4.6467  -1.8749
C 2.8387 0.5873 -4.7812  -1.6259
C 3.8121 -0.8982 -0.9240  -1.6608
H 1.6144 -2.5810 -0.8915  0.1825
H 3.0968 -3.5038 -1.1525  0.3585
H 1.8981 -3.3727 -2.4410  0.3288
H 4.8486 -1.0538 -3.3197  0.3308
H 4.8714 -2.6827 -2.7010  0.5330
H 4.4701 -2.1816 -5.2564  0.3335
H 3.6768 -3.5343 -4.4817  0.3276
H 2.3306 -1.7982 -6.0004  0.5127
H 1.6072 -2.6565 -4.6669  0.3095
H -0.1848 -1.0457 -4.2404  0.4001
H 0.3818 -0.2972 -5.7385  0.3739
H 0.1393 0.6967 -4.3009  0.3372
H 2.7329 0.6619 -5.8715  0.3888
H 3.9038 0.4504 -4.5724  0.3161
H 2.5464 1.5590 -4.3690  0.3337
H 4.5500 -1.5910 -0.4985  0.3884
H 3.1192 -0.6469 -0.1138  0.2218
H 4.3508 0.0119 -1.2134  0.3868


(5)
Here is C23H35N5O4 in the gas phase from the OMol25 dataset. Energies are from ωB97M-V/def2-TZVPD.

Multiplicity: 1
Gap between HOMO and LUMO (Ha): 0.326
Total charge: 0
E_HOMO (eV): -8.372
Structure (SMILES): CCCCn1c(N)c(N(CC(C)C)C(=O)CN(C)Cc2cccc(OC)c2)c(=O)[nH]c1=O

Last column: Mulliken charge in e.
CARTESIAN COORDINATES (ANGSTROEM)
C -4.2627 -3.5083 1.1140  -1.1109
C -2.8342 -3.5829 1.6406  -0.6540
C -1.8174 -2.9307 0.7040  -0.3125
C -2.0756 -1.4334 0.5291  -1.5893
N -1.0274 -0.7840 -0.2416  0.8988
C 0.2102 -0.5322 0.2915  -0.6736
C 1.2216 -0.0035 -0.4753  0.2058
C 0.9588 0.4697 -1.8057  -0.1343
O 1.7151 1.0778 -2.5352  -0.6939
N -0.3347 0.1677 -2.2410  0.3221
C -1.3231 -0.4756 -1.5600  -0.2033
O -2.3880 -0.7499 -2.0689  -0.6727
H -0.5633 0.4534 -3.1865  0.3234
N 2.5308 0.0794 0.0627  0.7844
C 3.1276 1.2414 0.4276  0.1445
O 4.2880 1.2866 0.7856  -0.6892
C 2.2081 2.4506 0.4679  -0.4367
N 1.2223 2.2840 1.5322  0.6215
C 1.8710 2.3217 2.8321  -1.2908
H 2.2884 3.3117 3.0657  0.3871
H 1.1474 2.0578 3.6041  0.3491
H 2.6883 1.6030 2.8511  0.3713
C 0.1812 3.3099 1.4484  -1.7247
C -0.8101 3.0092 0.3573  0.8542
C -0.6650 3.5309 -0.9234  -0.2612
C -1.5992 3.2362 -1.8983  -1.0698
C -2.6984 2.4418 -1.6200  -0.3768
C -2.8613 1.9254 -0.3395  0.1757
C -1.9035 2.2071 0.6338  -0.0018
H -2.0501 1.8055 1.6252  0.3993
O -3.9061 1.1529 0.0670  -0.4551
C -4.8980 0.8152 -0.8797  -0.8861
H -5.6236 0.2089 -0.3393  0.2490
H -4.4720 0.2339 -1.7020  0.3168
H -5.3959 1.7072 -1.2712  0.3776
H -3.4137 2.2320 -2.3983  0.4319
H -1.4785 3.6396 -2.8927  0.4124
H 0.1665 4.1787 -1.1560  0.3686
H 0.6219 4.3083 1.2919  0.3929
H -0.3456 3.3193 2.4061  0.5794
H 2.8330 3.3440 0.6287  0.5659
H 1.6927 2.5450 -0.4866  0.0969
C 3.3201 -1.1440 0.1333  -1.3285
H 3.9996 -1.0203 0.9816  0.5276
H 2.6437 -1.9795 0.3297  0.4074
C 4.1614 -1.4244 -1.1215  1.0662
C 3.3219 -2.0214 -2.2467  -1.3196
H 3.9575 -2.2739 -3.0922  0.4729
H 2.5747 -1.3142 -2.5911  0.1690
H 2.8211 -2.9288 -1.9116  0.3044
C 5.3063 -2.3676 -0.7573  -1.7123
H 5.9139 -2.5796 -1.6334  0.4297
H 5.9440 -1.9199 0.0006  0.4083
H 4.9166 -3.3090 -0.3738  0.3549
H 4.5819 -0.4728 -1.4580  0.2311
N 0.4580 -0.8901 1.5845  -0.2580
H -0.3318 -0.9720 2.2031  0.3312
H 1.2544 -0.4096 1.9781  0.2992
H -2.1881 -0.9337 1.4953  0.3380
H -2.9959 -1.2834 -0.0351  0.6231
H -0.8118 -3.0868 1.1006  0.3344
H -1.8676 -3.4075 -0.2766  0.3084
H -2.5567 -4.6309 1.7708  0.3699
H -2.7842 -3.1057 2.6225  0.3285
H -4.3159 -3.9064 0.1038  0.3058
H -4.6217 -2.4830 1.1000  0.2161
H -4.9270 -4.0908 1.7478  0.4003


(6)
Here is a molecular structure, C23H36ClIN5O4Ru from the OMol25 dataset. Energies are from ωB97M-V/def2-TZVPD.

Multiplicity: 6
Gap between HOMO and LUMO (spin up / spin down) (Ha): 0.277 / 0.221
Total charge: +2
E_HOMO (spin up / spin down) (eV): -13.300 / -13.895
<S²>: 8.787

Last column: Löwdin spin population.
CARTESIAN COORDINATES (ANGSTROEM)
Ru -0.3136 -0.2050 -0.1360  3.5509
C 2.8101 1.3077 4.2311  0.0012
N 1.5359 0.8052 3.7634  0.0061
C 0.4392 0.8888 4.7059  0.0006
C 1.3434 0.2918 2.5519  0.0064
O 0.2478 -0.1526 2.1828  0.0490
C 2.5727 0.2679 1.6391  0.0026
O 2.2121 -0.0173 0.3032  0.0317
C 3.0689 -0.8829 -0.4114  0.0016
C 2.3233 -2.2007 -0.6726  0.0059
O 1.0969 -2.2291 -0.4954  0.0588
N 2.9987 -3.2627 -1.0899  0.0037
C 2.3080 -4.5283 -1.2719  0.0004
C 4.3950 -3.2809 -1.4699  0.0009
H 2.7290 1.5238 5.2918  0.0001
H 3.0872 2.2301 3.7165  0.0008
H 3.6106 0.5810 4.0968  0.0002
H 0.5919 0.1844 5.5253  0.0002
H -0.4903 0.6474 4.1974  0.0001
H 0.3849 1.8981 5.1110  0.0001
H 3.2738 -0.4779 2.0347  0.0002
H 3.0554 1.2543 1.6576  0.0010
H 4.0048 -1.0521 0.1299  0.0005
H 3.2904 -0.4005 -1.3720  0.0001
H 1.4944 -4.6110 -0.5544  0.0001
H 3.0150 -5.3386 -1.1095  0.0000
H 1.9029 -4.6064 -2.2834  0.0001
H 4.8040 -2.2808 -1.5777  0.0001
H 4.4837 -3.7929 -2.4300  0.0002
H 4.9809 -3.8350 -0.7343  0.0001
Cl -2.6084 6.8475 0.4833  0.0983
C -1.7410 5.3797 0.3823  0.2264
C -0.3600 5.3976 0.5124  -0.0059
C 0.3643 4.2328 0.3688  0.1805
I 2.4393 4.1645 0.6084  0.0464
C -0.2418 2.9791 0.0595  0.1083
O 0.4419 1.9636 -0.1918  0.2745
C -1.6955 2.9494 0.0498  0.0582
N -2.2693 1.7436 -0.0996  0.0567
C -3.5862 1.6972 -0.1766  0.0224
C -4.4059 2.8236 -0.0880  0.0000
C -3.8374 4.0571 0.1113  0.0263
C -2.4374 4.1503 0.1836  0.0155
H 0.1407 6.3308 0.7242  -0.0034
H -4.0484 0.7325 -0.3224  0.0009
H -5.4738 2.7115 -0.1623  -0.0004
H -4.4412 4.9453 0.2133  0.0019
C -1.4975 0.8117 -3.0448  0.0059
N -0.8054 -0.3642 -2.5205  0.0640
C 0.5033 -0.4743 -3.1633  0.0016
C -1.6170 -1.5783 -2.6837  0.0040
C -2.6200 -1.7639 -1.5351  0.0057
N -1.9484 -1.9862 -0.2509  0.0653
C -2.7738 -1.6443 0.9078  0.0046
C -1.5073 -3.3705 -0.1333  0.0066
H -1.5979 0.7481 -4.1368  0.0021
H -0.9316 1.7135 -2.8024  0.0003
H -2.4915 0.8904 -2.6098  0.0003
H 0.4152 -0.4912 -4.2560  0.0015
H 1.0048 -1.3883 -2.8456  0.0000
H 1.1075 0.3892 -2.8770  -0.0002
H -0.9424 -2.4346 -2.7114  -0.0001
H -2.1615 -1.5474 -3.6362  0.0011
H -3.2676 -2.6166 -1.7785  0.0014
H -3.2477 -0.8761 -1.4550  0.0004
H -3.7475 -2.1513 0.8753  0.0014
H -2.9372 -0.5646 0.9648  0.0012
H -2.2505 -1.9543 1.8154  0.0000
H -2.3719 -4.0418 -0.0687  0.0025
H -0.8953 -3.4840 0.7593  0.0003
H -0.9172 -3.6502 -1.0003  0.0001